Computed, not measured: a structure of composition C36H32AlF12N3O2P2, with wB97M-V/def2-TZVPD.

* molar mass: 855.58 u
* HOMO: -7.20 eV
* max |F|: 0.0118 Eh/bohr
* relative energy (zero: lowest compared OMol25 entry of this formula, charge and spin): 91.0 kcal/mol
* DFT total energy: -3829.48731 Eh

Geometry as ORCA input:
```
! wB97M-V def2-TZVPD RIJCOSX def2/J DEFGRID3
* xyz 0 1
Al -0.35 0.03 0.97
C 3.66 0.28 -4.86
C 2.81 0.31 -3.60
C 1.48 0.42 -3.74
C 0.31 0.52 -2.87
C 0.19 0.48 -1.53
N -0.82 0.86 -0.69
C -1.67 1.96 -0.82
C -1.61 2.83 -1.92
C -2.40 3.96 -2.01
C -3.30 4.28 -1.00
C -4.19 5.50 -1.08
C -3.35 3.44 0.10
C -2.56 2.30 0.23
C -2.75 1.45 1.51
O -1.87 0.43 1.72
C -4.17 0.80 1.44
F -4.34 -0.10 2.41
F -5.18 1.67 1.52
F -4.29 0.16 0.27
C -2.61 2.35 2.79
F -2.57 1.59 3.89
F -3.61 3.23 2.98
F -1.47 3.03 2.71
C 2.15 1.11 -0.29
C 3.43 1.18 -1.20
C 2.21 1.16 1.30
O 0.97 0.88 1.80
C 3.23 0.15 1.88
F 4.49 0.38 1.48
F 3.24 0.13 3.22
F 2.91 -1.11 1.50
C 2.62 2.58 1.80
F 1.65 3.46 1.54
F 3.75 3.01 1.22
F 2.82 2.60 3.12
H 3.10 0.66 -5.71
H 3.99 -0.73 -5.09
H 4.57 0.89 -4.75
H 1.18 0.53 -4.78
H -0.60 0.77 -3.40
H -0.91 2.63 -2.71
H -2.31 4.60 -2.88
H -3.96 6.11 -1.95
H -4.08 6.12 -0.19
H -5.25 5.21 -1.15
H -4.05 3.69 0.88
H 4.36 1.26 -0.64
C -1.75 -2.10 3.53
P -0.18 -1.90 2.63
C 1.00 -1.91 4.02
C 0.05 -3.52 1.81
C 0.70 -4.58 2.43
C 0.85 -5.79 1.77
C 0.35 -5.96 0.49
C -0.31 -4.91 -0.14
C -0.47 -3.69 0.51
P -1.31 -2.25 -0.26
C -1.19 -2.56 -2.06
C -3.07 -2.69 -0.02
H -1.73 -3.02 4.11
H -2.60 -2.11 2.84
H -1.88 -1.24 4.18
H 0.70 -2.64 4.77
H 0.99 -0.91 4.46
H 2.01 -2.12 3.68
H 1.11 -4.46 3.42
H 1.37 -6.61 2.26
H 0.47 -6.91 -0.02
H -0.69 -5.05 -1.14
H -0.16 -2.59 -2.40
H -1.68 -1.72 -2.55
H -1.71 -3.48 -2.34
H -3.21 -3.75 -0.24
H -3.68 -2.10 -0.70
H -3.41 -2.48 0.99
N 6.13 -0.29 -2.65
C 5.00 -0.14 -2.51
C 3.56 0.05 -2.27
C 3.00 -1.26 -1.75
C 1.88 -1.25 -1.05
N 1.24 -0.02 -0.64
C 1.77 2.44 -0.94
C 2.87 2.51 -1.68
H 3.48 -2.18 -2.03
H 1.42 -2.16 -0.71
H 0.92 3.09 -0.79
H 3.26 3.23 -2.39
*
```


Computed, not measured: an isolated molecule of C4H10O2 in a non-equilibrium geometry, with wB97M-V/def2-TZVPD.

* molar mass: 90.12 u
* SMILES string: COC[C@@H](C)O
* HOMO: -9.57 eV
* max |F|: 0.0263 Eh/bohr
* relative energy (zero: lowest compared OMol25 entry of this formula, charge and spin): 46.3 kcal/mol
* DFT total energy: -308.82441 Eh

Geometry as ORCA input:
```
! wB97M-V def2-TZVPD RIJCOSX def2/J DEFGRID3
* xyz 0 1
C 1.96 0.53 -0.95
O 1.38 0.12 0.28
C 0.31 -0.90 0.25
C -1.12 -0.42 0.71
C -1.03 1.05 0.41
O -2.19 -1.03 -0.03
H 2.62 -0.25 -1.33
H 1.20 0.76 -1.72
H 2.57 1.44 -0.83
H 0.69 -1.67 0.92
H 0.19 -1.25 -0.78
H -1.31 -0.63 1.77
H -1.55 1.68 1.14
H -1.39 1.21 -0.61
H 0.05 1.27 0.45
H -2.39 -1.91 0.32
*
```


Computed, not measured: a structure of composition C25H21BrN6O3OsS, with wB97M-V/def2-TZVPD.

* molar mass: 755.68 u
* HOMO (spin up / spin down): -8.31 / -10.49 eV
* max |F|: 0.0132 Eh/bohr
* relative energy (zero: lowest compared OMol25 entry of this formula, charge and spin): 5.2 kcal/mol
* DFT total energy: -4582.16636 Eh

Geometry as ORCA input:
```
! wB97M-V def2-TZVPD RIJCOSX def2/J DEFGRID3
* xyz 1 6
Os 0.76 -0.19 -0.15
Br 1.03 -7.37 -2.18
C 1.11 -5.65 -1.40
C 1.68 -5.50 -0.14
C 1.74 -4.23 0.42
C 1.24 -3.14 -0.25
O 1.33 -1.92 0.35
C 0.65 -3.28 -1.52
C 0.09 -2.21 -2.26
N 0.01 -0.89 -1.86
C -0.64 0.04 -2.65
C -1.24 -0.19 -3.88
C -1.87 0.87 -4.56
C -1.91 2.14 -4.06
C -1.30 2.41 -2.82
C -1.27 3.68 -2.20
C -0.66 3.85 -0.99
C -0.05 2.76 -0.37
N -0.05 1.55 -0.93
C -0.67 1.36 -2.13
C 0.61 -4.57 -2.08
H 2.08 -6.35 0.39
H 2.18 -4.08 1.40
H -0.38 -2.47 -3.20
H -1.25 -1.17 -4.32
H -2.33 0.66 -5.52
H -2.39 2.94 -4.61
H -1.75 4.52 -2.70
H -0.63 4.81 -0.50
H 0.45 2.85 0.58
H 0.16 -4.71 -3.06
O 1.45 0.77 1.55
N 2.56 1.56 1.54
C 2.72 2.32 2.65
C 3.79 3.16 2.77
C 4.72 3.21 1.72
C 4.53 2.43 0.62
C 3.43 1.55 0.50
S 3.20 0.54 -0.84
H 1.97 2.19 3.41
H 3.90 3.75 3.67
H 5.57 3.86 1.78
H 5.23 2.44 -0.21
C -3.69 0.15 3.87
N -2.98 -0.28 2.69
C -3.45 -1.28 1.75
C -2.29 -1.35 0.76
O -2.23 -2.07 -0.20
N -1.31 -0.45 1.18
C -1.76 0.11 2.31
N -1.04 1.00 3.00
H -4.76 0.00 3.71
H -3.54 1.21 4.05
H -3.40 -0.41 4.76
H -4.37 -0.97 1.24
H -3.62 -2.25 2.22
H -0.06 1.07 2.75
H -1.32 1.26 3.93
*
```


Computed, not measured: an isolated molecule of C3H6BNO2 in a non-equilibrium geometry, with wB97M-V/def2-TZVPD.

* molar mass: 98.90 u
* HOMO (spin up / spin down): -8.88 / -8.88 eV
* max |F|: 0.0978 Eh/bohr
* relative energy (zero: lowest compared OMol25 entry of this formula, charge and spin): 134.5 kcal/mol
* DFT total energy: -347.87192 Eh

Geometry as ORCA input:
```
! wB97M-V def2-TZVPD RIJCOSX def2/J DEFGRID3
* xyz 0 1
B -0.79 -0.35 0.10
C 0.06 -1.25 -0.85
C 1.64 0.64 -0.89
C -1.94 -0.01 1.04
N 0.98 1.21 0.20
O -0.37 -2.30 -1.27
O 1.28 -0.78 -1.26
H 1.49 1.36 -1.70
H 2.68 0.51 -0.49
H -2.95 -0.35 0.98
H -1.95 1.04 1.30
H -1.40 -0.63 1.75
H 1.27 0.91 1.09
*
```


Computed, not measured: a structure of composition C19H24CdCl2N5O2S3Si, with wB97M-V/def2-TZVPD.

* molar mass: 662.04 u
* HOMO: -4.30 eV
* max |F|: 0.0099 Eh/bohr
* relative energy (zero: lowest compared OMol25 entry of this formula, charge and spin): 26.5 kcal/mol
* DFT total energy: -3735.04342 Eh

Geometry as ORCA input:
```
! wB97M-V def2-TZVPD RIJCOSX def2/J DEFGRID3
* xyz -1 1
Cd -0.45 -0.34 -1.40
C -0.70 5.01 2.87
Si -0.21 3.21 3.14
C 1.65 3.06 2.97
C -0.67 2.80 4.92
C -1.31 2.17 2.02
C -2.67 2.34 2.21
C -3.61 1.66 1.43
C -3.13 0.82 0.45
N -1.83 0.64 0.23
C -0.90 1.26 1.01
S 0.74 0.86 0.66
H -0.15 5.66 3.56
H -1.76 5.15 3.05
H -0.48 5.34 1.85
H 2.13 3.78 3.64
H 1.97 3.24 1.95
H 1.98 2.06 3.24
H -0.12 3.43 5.62
H -0.44 1.75 5.16
H -1.74 2.95 5.09
H -3.03 3.02 2.98
H -4.67 1.78 1.59
H -3.80 0.27 -0.19
Cl -3.38 1.14 -3.18
C -3.38 -0.57 -3.62
Cl -3.00 -1.63 -2.24
H -2.63 -0.73 -4.38
H -4.38 -0.82 -3.96
O 2.23 -2.56 -2.00
C 1.46 -1.98 -2.77
O 0.17 -2.06 -2.72
C 2.06 -1.10 -3.84
C 3.14 -1.62 -4.54
C 3.81 -0.89 -5.50
C 3.41 0.42 -5.74
C 2.35 0.96 -5.05
C 1.62 0.21 -4.10
S 0.25 1.05 -3.37
H 3.46 -2.63 -4.30
H 4.64 -1.33 -6.04
H 3.94 1.02 -6.47
H 2.05 1.98 -5.23
C 2.25 -3.90 1.85
C 0.78 -3.97 1.99
N 0.13 -4.58 2.93
N -1.19 -4.32 2.63
C -1.37 -3.53 1.55
S -2.80 -3.01 0.89
N -0.08 -3.32 1.14
N 0.29 -2.53 0.06
H 2.71 -4.60 2.55
H 2.61 -2.89 2.06
H 2.55 -4.16 0.83
H -1.93 -4.66 3.21
H 1.27 -2.29 0.14
H 0.18 -3.02 -0.83
*
```


Computed, not measured: a structure of composition C56H126O42P6 in a non-equilibrium geometry, with wB97M-V/def2-TZVPD.

* molar mass: 1657.43 u
* HOMO: -6.81 eV
* max |F|: 0.3795 Eh/bohr
* DFT total energy: -7416.16655 Eh

Geometry as ORCA input:
```
! wB97M-V def2-TZVPD RIJCOSX def2/J DEFGRID3
* xyz 0 1
C -12.51 -0.13 41.13
O -12.17 -1.14 42.05
C -10.94 -1.76 41.80
O -10.16 -1.47 40.86
O -10.72 -2.52 42.81
C -9.46 -3.22 43.05
H -13.55 0.18 41.00
H -12.29 -0.50 40.13
H -11.89 0.76 41.20
H -9.57 -4.30 43.12
H -8.92 -2.83 43.92
H -8.83 -3.14 42.17
C -17.30 0.77 42.24
O -16.85 -0.57 42.33
C -17.43 -1.52 41.61
O -18.15 -1.28 40.70
O -17.02 -2.67 42.06
C -17.57 -3.88 41.56
H -16.93 1.07 41.26
H -16.69 1.34 42.94
H -18.38 0.91 42.27
H -17.42 -4.61 42.35
H -17.04 -4.20 40.66
H -18.62 -3.82 41.28
C -11.38 -4.10 44.55
O -12.41 -3.24 44.16
C -13.64 -3.67 44.29
O -14.05 -4.79 44.60
O -14.35 -2.61 43.97
C -15.73 -2.77 43.80
H -10.60 -3.36 44.75
H -11.12 -4.69 43.67
H -11.47 -4.69 45.46
H -16.10 -1.80 43.47
H -16.20 -2.89 44.78
H -15.84 -3.51 43.00
C -20.89 -10.89 40.26
O -20.17 -10.01 39.46
C -19.05 -9.48 39.98
O -18.77 -9.36 41.20
O -18.37 -9.05 38.95
C -17.17 -8.36 39.15
H -21.71 -11.33 39.70
H -21.40 -10.67 41.20
H -20.20 -11.68 40.55
H -16.33 -9.05 39.24
H -17.08 -7.67 39.99
H -16.93 -7.69 38.32
C -13.06 -8.55 37.62
C -11.93 -9.61 37.26
O -11.98 -9.66 35.85
P -10.71 -10.46 35.09
O -10.18 -11.49 36.07
O -9.58 -9.30 34.72
C -9.58 -7.92 35.06
C -8.67 -7.16 33.99
O -11.38 -11.06 33.71
C -10.76 -12.19 33.12
C -10.84 -12.25 31.63
H -12.93 -7.99 38.55
H -13.03 -7.72 36.91
H -14.07 -8.95 37.64
H -10.99 -9.14 37.54
H -12.11 -10.56 37.76
H -10.57 -7.47 35.01
H -9.13 -7.87 36.05
H -8.99 -7.44 32.98
H -8.67 -6.08 34.13
H -7.68 -7.56 34.17
H -9.70 -12.24 33.40
H -11.19 -13.05 33.63
H -10.16 -13.03 31.29
H -11.83 -12.55 31.27
H -10.74 -11.25 31.20
C -14.74 -6.00 42.74
C -15.57 -5.90 44.02
O -16.90 -5.70 43.61
P -18.16 -6.35 44.40
O -19.49 -5.95 43.95
O -17.86 -7.89 44.18
C -18.87 -8.76 43.68
C -18.19 -10.12 43.40
O -17.95 -6.12 45.99
C -18.30 -4.90 46.67
C -19.73 -4.89 47.20
H -14.90 -5.11 42.13
H -13.70 -6.21 43.00
H -15.02 -6.81 42.06
H -15.40 -6.86 44.51
H -15.24 -5.07 44.65
H -19.66 -8.98 44.40
H -19.33 -8.27 42.82
H -18.78 -10.62 42.63
H -17.25 -9.88 42.91
H -18.00 -10.80 44.23
H -17.50 -4.80 47.42
H -18.18 -4.04 46.01
H -20.44 -5.18 46.43
H -19.73 -5.51 48.09
H -19.96 -3.87 47.52
C -6.46 -0.68 38.55
C -7.92 -0.58 38.15
O -8.51 0.64 37.92
P -9.56 0.96 36.74
O -9.07 0.66 35.40
O -10.92 0.21 37.18
C -11.07 -1.19 37.01
C -11.58 -1.70 38.40
O -9.93 2.51 37.06
C -10.16 3.04 38.35
C -9.91 4.55 38.39
H -6.29 -0.17 39.50
H -6.21 -1.69 38.85
H -5.76 -0.17 37.88
H -8.24 -1.36 37.46
H -8.45 -1.02 39.00
H -11.88 -1.37 36.31
H -10.27 -1.75 36.53
H -11.09 -1.17 39.22
H -12.66 -1.54 38.52
H -11.41 -2.77 38.46
H -11.22 2.83 38.39
H -9.78 2.50 39.22
H -9.45 4.74 39.37
H -9.19 4.75 37.60
H -10.84 5.11 38.33
C -9.91 -4.28 39.97
C -10.98 -5.09 39.28
O -11.86 -4.30 38.47
P -13.47 -4.54 38.47
O -14.32 -3.67 37.73
O -13.59 -6.10 38.11
C -14.88 -6.69 38.25
C -14.58 -8.02 39.05
O -13.87 -4.63 40.07
C -14.74 -3.75 40.80
C -14.04 -2.40 41.04
H -8.90 -4.41 39.58
H -10.16 -3.22 39.89
H -9.85 -4.51 41.04
H -10.64 -5.96 38.72
H -11.70 -5.39 40.04
H -15.56 -6.04 38.79
H -15.15 -6.94 37.23
H -13.82 -8.47 38.41
H -14.11 -7.72 39.99
H -15.41 -8.70 39.24
H -15.70 -3.59 40.31
H -15.05 -4.07 41.79
H -13.17 -2.75 41.60
H -13.86 -1.85 40.12
H -14.54 -1.85 41.84
C -15.31 -11.75 37.08
C -15.44 -10.49 37.87
O -14.23 -10.29 38.64
P -14.20 -10.44 40.28
O -15.12 -9.48 40.85
O -12.61 -10.12 40.66
C -11.79 -9.19 40.00
C -11.52 -7.90 40.82
O -14.45 -12.02 40.60
C -13.67 -13.05 39.95
C -14.21 -14.48 40.11
H -15.99 -11.70 36.23
H -14.36 -11.87 36.55
H -15.43 -12.71 37.59
H -15.42 -9.62 37.21
H -16.34 -10.36 38.48
H -10.80 -9.66 40.08
H -11.93 -9.02 38.93
H -11.07 -7.20 40.12
H -12.46 -7.53 41.21
H -10.90 -8.08 41.70
H -13.36 -12.84 38.92
H -12.68 -13.02 40.38
H -15.20 -14.69 39.70
H -13.49 -15.10 39.59
H -14.23 -14.74 41.17
C -6.79 -5.49 33.30
C -7.73 -4.35 33.69
O -8.64 -5.03 34.60
P -9.05 -4.42 36.11
O -9.37 -2.96 36.21
O -10.36 -5.35 36.40
C -11.63 -4.70 36.28
C -12.65 -5.80 35.94
O -7.92 -5.01 37.17
C -6.74 -4.26 37.40
C -6.84 -2.73 37.71
H -6.46 -5.82 34.28
H -7.28 -6.34 32.82
H -6.04 -5.22 32.55
H -7.24 -3.55 34.24
H -8.31 -3.92 32.88
H -12.08 -4.25 37.17
H -11.76 -3.94 35.52
H -13.56 -5.39 35.51
H -12.39 -6.49 35.14
H -12.89 -6.41 36.82
H -6.19 -4.90 38.09
H -6.29 -4.33 36.41
H -7.41 -2.34 38.56
H -5.84 -2.32 37.78
H -7.25 -2.25 36.82
C -14.64 -0.51 37.68
C -13.65 -1.28 36.80
C -14.23 -2.52 36.18
O -13.71 -2.39 34.89
C -13.29 -1.18 34.63
O -12.86 -0.85 33.57
O -13.32 -0.43 35.68
H -14.80 -1.07 38.60
H -15.62 -0.62 37.19
H -14.41 0.53 37.88
H -12.71 -1.57 37.27
H -15.30 -2.68 36.30
H -13.64 -3.36 36.52
C -17.95 -2.23 38.71
C -18.28 -3.60 38.11
C -17.81 -3.94 36.67
O -17.41 -5.24 36.75
C -17.39 -5.59 38.05
O -17.16 -6.71 38.55
O -17.76 -4.66 38.83
H -16.87 -2.09 38.63
H -18.30 -2.08 39.73
H -18.40 -1.50 38.05
H -19.37 -3.69 38.14
H -16.87 -3.40 36.52
H -18.63 -3.79 35.96
*
```


Computed, not measured: a cluster of 2 separate species, C6H17NO in total in a non-equilibrium geometry, with wB97M-V/def2-TZVPD.

* molar mass: 119.21 u
* SMILES string: CCN[C@@H](C)CC.O
* HOMO: -8.38 eV
* max |F|: 0.0578 Eh/bohr
* relative energy (zero: lowest compared OMol25 entry of this formula, charge and spin): 34.5 kcal/mol
* DFT total energy: -368.74594 Eh

Geometry as ORCA input:
```
! wB97M-V def2-TZVPD RIJCOSX def2/J DEFGRID3
* xyz 0 1
C 0.25 -1.11 -1.97
C 1.05 -0.06 -1.23
N 0.32 1.20 -1.13
C -0.53 1.54 0.04
C -1.45 2.68 -0.39
C -1.27 0.36 0.75
C -0.32 -0.46 1.70
H 0.84 -1.59 -2.77
H -0.52 -0.65 -2.58
H -0.24 -1.81 -1.29
H 2.05 0.17 -1.58
H 1.36 -0.52 -0.24
H 0.87 2.00 -1.41
H 0.21 1.93 0.77
H -1.77 2.41 -1.40
H -2.35 2.69 0.20
H -0.90 3.65 -0.40
H -1.97 0.80 1.47
H -1.58 -0.30 -0.08
H 0.37 0.16 2.28
H -1.02 -0.92 2.40
H 0.12 -1.35 1.22
O 2.21 -3.87 1.66
H 2.32 -3.94 2.61
H 1.96 -3.00 1.37
*
```


Computed, not measured: an isolated molecule of C4H5NO2, with wB97M-V/def2-TZVPD.

* molar mass: 99.09 u
* SMILES string: O=CC(=O)N1CC1
* HOMO: -10.03 eV
* max |F|: 0.0156 Eh/bohr
* relative energy (zero: lowest compared OMol25 entry of this formula, charge and spin): 45.7 kcal/mol
* DFT total energy: -360.59656 Eh

Geometry as ORCA input:
```
! wB97M-V def2-TZVPD RIJCOSX def2/J DEFGRID3
* xyz 0 1
O -0.57 -0.26 -2.47
C -0.34 0.80 -1.94
C -0.23 1.00 -0.42
O 0.07 2.08 0.03
N -0.55 -0.11 0.32
C 0.03 -0.32 1.62
C 0.37 -1.22 0.49
H -0.16 1.73 -2.50
H -0.64 -0.68 2.39
H 0.78 0.41 1.90
H 1.40 -1.12 0.17
H -0.11 -2.19 0.39
*
```